# 1
C26H29N6O3 | the ωB97M-V functional and the def2-TZVPD basis

```
64
Properties=species:S:1:pos:R:3:forces:R:3
O 4.607608 -2.550034 1.484589 -0.4 0.3 0.2
O -3.726799 0.477914 -4.108031 -0.3 0.0 0.4
O 3.291708 1.047971 4.724815 -0.3 0.3 -0.5
N -7.368182 -0.163505 -2.093632 -1.0 0.2 0.1
C 5.321692 -1.556266 1.475752 0.1 -1.7 -0.7
C -3.953393 -0.195854 -3.114856 -0.1 0.4 -1.3
C 3.789129 0.084795 4.162139 -0.3 0.7 0.4
C 2.628266 0.108170 -0.292465 -0.3 -0.5 0.6
C 2.169453 -0.753446 0.666166 0.7 1.0 0.5
C 1.308715 -1.378762 -1.273859 0.1 0.3 0.0
C -8.627109 0.242728 -2.329386 0.7 0.3 -0.7
C -6.408947 0.198985 -2.945673 -1.8 0.6 -0.3
C -8.962957 1.025445 -3.435290 -0.2 0.0 0.1
C -6.670398 0.983203 -4.075989 0.4 0.2 -0.5
C -7.971078 1.409200 -4.331815 0.2 -0.5 0.8
C 0.834260 2.999322 1.197289 -0.7 -0.9 0.8
C -2.289935 -0.495215 -0.081732 0.6 0.6 1.3
C 1.031087 3.315813 -0.150162 -0.5 -0.5 -1.3
C -2.083767 -0.199881 -1.436103 0.8 0.9 -0.7
C -0.051043 1.977446 1.553510 1.2 1.3 0.1
C -1.622395 0.228711 0.911191 -1.0 -1.2 -0.8
C 0.344617 2.608933 -1.143887 1.1 1.1 0.9
C -1.216619 0.846179 -1.783984 -1.0 -1.3 0.1
C -0.733195 1.253977 0.564739 0.0 0.0 0.3
C -0.532506 1.570655 -0.796886 -0.1 0.0 -0.3
N 2.093934 -0.304845 -1.500177 -0.5 -0.8 0.8
N -5.200218 -0.318609 -2.545953 2.3 -0.6 0.2
N 4.383934 -0.847756 4.913583 0.6 -1.1 0.1
N 4.924958 -0.341402 1.875341 -0.5 1.2 0.9
N 1.339648 -1.665991 0.042444 0.6 0.9 -1.0
C 6.738333 -1.658474 0.956961 -0.1 0.0 0.0
C -2.795222 -0.984767 -2.512702 -0.4 -0.3 0.6
C 4.909013 -2.162943 4.552519 -0.1 0.2 -0.1
C 2.425371 -0.692213 2.155616 -0.2 -0.9 0.0
C 3.699665 0.048004 2.619088 0.2 -0.3 -1.1
H 3.256538 0.973420 -0.122470 -0.2 -0.2 -0.5
H 0.723318 -1.904824 -2.022283 0.3 0.2 0.2
H -9.409481 -0.048060 -1.635266 0.3 -0.1 0.1
H -9.994348 1.326218 -3.583987 0.1 0.0 0.0
H -5.881422 1.268366 -4.759668 0.1 -0.1 0.2
H -8.203652 2.019537 -5.201284 0.1 -0.1 0.2
H 1.347034 3.565190 1.971128 -0.1 -0.1 -0.1
H -2.982841 -1.279300 0.212187 0.1 0.1 -0.1
H 1.695077 4.131774 -0.423119 -0.1 -0.1 0.0
H -0.213707 1.759724 2.605417 0.0 0.0 -0.1
H -1.808386 -0.002137 1.956407 0.1 0.1 -0.1
H 0.480113 2.884280 -2.185937 -0.1 -0.1 0.1
H -1.089103 1.103786 -2.832590 0.0 0.0 0.1
H 2.219430 0.163532 -2.391930 -0.1 -0.2 0.2
H -5.271693 -0.870550 -1.703086 -0.1 0.0 -0.1
H 4.378576 -0.622780 5.898089 -0.1 0.1 -0.1
H 5.626762 0.378627 1.787144 -0.1 0.1 0.2
H 0.851559 -2.422557 0.506845 0.0 0.1 -0.2
H 6.907589 -2.668225 0.583018 -0.1 0.2 0.1
H 7.437982 -1.457333 1.766899 0.1 0.1 0.0
H 6.895048 -0.946689 0.148496 0.2 0.1 0.0
H -3.177731 -1.926429 -2.110280 0.1 0.0 0.1
H -2.092822 -1.236399 -3.312120 -0.3 0.2 -0.1
H 4.196483 -2.704107 3.927967 0.2 0.0 0.0
H 5.863927 -2.068623 4.034556 0.0 -0.2 0.0
H 5.072881 -2.748589 5.459241 -0.1 0.2 -0.1
H 1.565805 -0.206944 2.621287 0.1 0.2 0.1
H 2.451192 -1.711692 2.542977 0.0 -0.1 -0.1
H 3.528244 1.093297 2.359201 0.2 0.1 0.2
```
Positions in Å, forces in eV/Å.

LUMO energy (Ha): -0.098
Net charge: +1
Largest force on an atom (eV/Å): 2.4
Calculated total energy (hartree): -1562.2878

=====

# 2
C26H30AsIN3O8S2Ti | the ωB97M-V functional and the def2-TZVPD basis

```
72
Properties=species:S:1:pos:R:3:forces:R:3
Ti 0.112279 -0.110904 -0.910920 0.2 -1.4 0.3
C 4.989875 4.769984 1.775544 0.1 0.0 0.0
C 3.652378 4.184378 1.459224 -0.1 -0.1 0.0
C 2.827334 4.782935 0.508299 -0.1 -0.1 0.0
C 1.623103 4.206657 0.148816 -0.1 0.1 -0.2
C 1.238717 3.020894 0.749850 -0.4 -0.4 -0.1
C 2.022946 2.425439 1.721540 -0.1 -0.2 0.2
C 3.226560 3.009443 2.073576 -0.1 0.1 -0.1
S -0.243814 2.199028 0.215744 -0.5 1.6 -0.4
O -1.421065 2.920283 0.581000 0.5 0.2 0.0
O -0.196682 0.800524 0.769643 0.0 0.4 1.0
N -0.190085 1.753642 -1.303935 0.2 1.5 0.8
C 0.311571 2.280082 -2.536124 0.2 0.2 -0.6
C 0.565159 1.013945 -3.394676 0.4 1.8 -1.1
O 0.861330 1.042012 -4.559264 -0.1 -0.1 0.5
O 0.442480 -0.082522 -2.686482 -0.4 -0.8 -1.0
H 4.937379 5.852771 1.867006 0.0 0.0 0.0
H 5.682327 4.533017 0.966705 0.1 0.1 0.0
H 5.391558 4.358290 2.697151 0.1 0.0 0.1
H 3.140782 5.704365 0.042700 0.0 0.1 -0.1
H 0.987591 4.658023 -0.594513 -0.1 0.2 -0.1
H 1.690031 1.502110 2.172593 0.1 -0.1 0.1
H 3.845656 2.536049 2.822007 0.0 0.0 0.1
H 1.278239 2.800254 -2.428848 -0.3 -0.1 0.0
H -0.401663 2.942202 -3.042510 0.2 -0.2 0.1
I -3.385911 -5.308432 4.484727 0.2 0.2 -0.3
C -2.258955 -4.306053 3.015661 -0.2 -0.2 0.3
C -2.546976 -4.506812 1.672799 -0.1 0.0 0.0
C -1.819486 -3.830128 0.714878 0.1 0.2 -0.1
C -0.795361 -2.963853 1.100687 -0.1 -0.1 0.2
C -0.497315 -2.789987 2.452403 0.0 0.0 -0.3
C -1.238315 -3.453146 3.409291 0.0 -0.1 0.1
C -0.100525 -2.161301 0.087104 -0.2 -1.8 0.7
O -0.570769 -2.033906 -1.079975 -0.2 -0.3 -0.3
O 0.942458 -1.491893 0.348069 0.2 0.1 0.4
H -3.343173 -5.172429 1.380174 -0.1 -0.1 0.0
H -2.038655 -3.961756 -0.335982 0.0 0.0 0.0
H 0.299399 -2.121203 2.742747 0.0 0.1 0.0
H -1.035696 -3.300524 4.457432 0.1 0.0 0.1
C 2.099619 -2.346093 -2.865483 -0.3 0.3 0.1
As 3.100724 -1.232270 -1.603395 2.3 -1.1 -0.5
C 4.733287 -0.895355 -2.657502 -0.4 0.1 0.2
C 3.732087 -2.438118 -0.176078 -0.3 0.3 -0.1
S 2.546066 0.665906 -0.826926 0.1 -0.3 -0.1
H 2.687755 -3.252894 -3.031383 0.1 0.2 0.2
H 1.984755 -1.793806 -3.801843 0.1 0.0 0.2
H 1.108663 -2.589469 -2.476840 0.3 0.0 -0.1
H 5.231261 -1.828702 -2.929174 -0.2 0.0 0.1
H 5.416695 -0.266464 -2.081490 -0.2 -0.1 0.0
H 4.446317 -0.363566 -3.568255 0.0 0.0 0.1
H 2.976431 -3.199642 0.026166 0.1 0.1 -0.1
H 3.878959 -1.833070 0.719830 0.0 -0.1 -0.1
H 4.675708 -2.907099 -0.462170 -0.2 0.1 -0.1
O -3.050357 -0.863432 2.569492 0.5 0.1 0.3
C -4.394528 -1.039622 2.211380 -0.3 -0.2 -0.1
N -5.082607 0.192968 1.935107 -0.2 -0.1 0.5
C -5.160584 0.878774 0.762430 0.2 -0.2 -0.1
O -5.902760 1.819132 0.621141 -0.2 0.2 -0.2
C -4.268356 0.419755 -0.359301 0.2 -0.1 -0.4
C -4.794027 0.241184 -1.636840 0.2 0.0 0.3
C -3.936393 -0.115402 -2.666070 0.2 0.1 0.1
C -2.580994 -0.237945 -2.399821 -0.2 -0.1 -0.4
N -2.070573 -0.032548 -1.183973 -0.5 0.0 -0.1
C -2.894227 0.278723 -0.187455 -0.4 0.1 0.4
H -3.001015 -0.345441 3.383912 0.0 -0.1 -0.1
H -4.939481 -1.563465 3.008889 0.0 0.1 -0.2
H -4.379755 -1.668748 1.316013 0.0 0.1 0.2
H -5.667952 0.579204 2.664139 0.0 0.0 -0.1
H -5.850729 0.387919 -1.806114 -0.1 0.0 0.0
H -4.307249 -0.274799 -3.666989 0.0 0.0 -0.1
H -1.876304 -0.508622 -3.182035 -0.1 0.0 0.1
H -2.445144 0.431530 0.786498 -0.2 -0.1 -0.1
```
Positions in Å, forces in eV/Å.

LUMO energy (Ha): -0.127
Net charge: +1
Largest force on an atom (eV/Å): 2.6
Calculated total energy (hartree): -5954.2280

=====

# 3
C26H30AsIN3O8S2Ti | the ωB97M-V functional and the def2-TZVPD basis

```
72
Properties=species:S:1:pos:R:3:forces:R:3
Ti -0.751036 -0.849014 -0.634789 -0.3 -0.1 -0.2
C -7.963617 1.908529 -2.964423 0.0 0.0 0.0
C -6.787963 1.077870 -2.538763 0.0 0.0 0.0
C -6.400501 -0.041170 -3.275975 0.0 0.0 0.0
C -5.342476 -0.832490 -2.869374 0.0 0.0 0.0
C -4.652325 -0.487348 -1.713731 0.0 0.0 0.0
C -5.010489 0.622817 -0.962756 0.0 0.0 0.0
C -6.081200 1.395822 -1.382142 0.0 0.0 0.0
S -3.305316 -1.487366 -1.227473 -0.1 -0.2 -0.1
O -2.139002 -1.080180 -2.096571 -0.1 0.2 -0.1
O -3.678459 -2.866427 -1.296154 -0.1 0.1 0.0
N -2.703392 -0.981434 0.131605 0.3 -0.1 -0.2
C -2.896871 -1.646292 1.401445 -0.1 0.0 0.1
C -1.511930 -1.948296 1.942670 -0.1 0.0 -0.2
O -1.289037 -2.393274 3.034383 0.0 0.0 0.2
O -0.550837 -1.678939 1.056295 0.3 0.0 0.4
H -8.176115 1.782296 -4.024194 0.0 0.0 0.0
H -7.791451 2.965855 -2.767577 0.0 0.0 0.0
H -8.854966 1.610796 -2.408906 0.0 0.0 0.0
H -6.939637 -0.298666 -4.178414 0.0 0.0 0.0
H -5.054640 -1.708917 -3.434770 0.0 0.0 0.0
H -4.459450 0.870214 -0.064514 0.0 0.0 0.0
H -6.377826 2.260020 -0.800686 0.0 0.0 0.0
H -3.450426 -2.584178 1.303453 0.0 0.0 0.0
H -3.403005 -1.007878 2.125483 0.0 0.0 -0.1
I 6.479712 2.816501 -3.895699 0.0 0.0 0.0
C 4.753150 1.966442 -3.101909 0.0 0.0 0.0
C 3.622682 1.844555 -3.902090 0.0 0.0 0.0
C 2.475155 1.282567 -3.373661 0.0 0.0 0.0
C 2.465142 0.842156 -2.052569 0.0 0.1 0.0
C 3.602366 0.966455 -1.257811 0.0 0.0 0.0
C 4.750604 1.533024 -1.781071 0.0 0.0 0.0
C 1.247094 0.250523 -1.495180 0.1 0.0 -0.2
O 1.218293 -0.278710 -0.338191 0.1 0.0 0.1
O 0.149878 0.207355 -2.146348 0.1 0.1 0.1
H 3.640362 2.184821 -4.927517 0.0 0.0 0.0
H 1.584750 1.176516 -3.978166 0.0 0.0 0.0
H 3.578390 0.629663 -0.229815 0.0 0.0 0.0
H 5.635164 1.640735 -1.169740 0.0 0.0 0.0
C 1.989508 -5.397546 -0.873145 0.0 0.0 0.0
As 0.947171 -4.008338 -0.048993 0.1 -0.1 0.0
C 2.120012 -3.074550 1.157734 -0.1 0.0 0.0
C -0.439652 -4.910221 0.938146 0.0 0.1 0.0
S 0.167892 -2.877535 -1.692782 -0.1 0.0 0.1
H 2.395908 -6.050529 -0.101661 0.0 0.0 0.0
H 2.798022 -4.942734 -1.442090 0.0 0.0 0.0
H 1.349606 -5.966144 -1.544939 0.0 0.0 0.0
H 3.021984 -3.670154 1.286484 0.0 0.0 0.0
H 1.601256 -2.938441 2.103818 0.0 0.0 0.0
H 2.354607 -2.103488 0.731971 0.0 0.0 0.0
H -0.175174 -5.963364 1.012740 0.0 0.0 0.0
H -1.372604 -4.805928 0.386955 0.0 0.0 0.0
H -0.536124 -4.473284 1.930628 0.0 0.0 0.0
O -2.404702 0.429490 3.695181 0.0 0.0 0.0
C -2.549069 1.709970 4.270448 0.0 0.2 0.0
N -1.298580 2.390736 4.533222 0.0 -0.2 0.0
C -0.360984 2.623448 3.562869 0.0 0.0 0.0
O 0.798971 2.864436 3.799924 0.0 0.0 0.0
C -0.859892 2.524321 2.145939 0.0 0.0 -0.1
C -1.626145 3.492948 1.522086 0.0 0.0 0.0
C -2.052530 3.273191 0.217766 0.0 0.0 0.0
C -1.731387 2.081557 -0.398776 0.1 0.1 -0.1
N -0.984794 1.150466 0.208921 0.0 0.2 0.0
C -0.536277 1.376519 1.440752 -0.1 0.0 0.1
H -2.047917 -0.196180 4.335452 0.0 -0.1 0.1
H -3.105211 1.676025 5.207435 0.0 0.0 0.0
H -3.129249 2.279075 3.546250 0.0 0.0 0.0
H -0.901943 2.323649 5.460497 0.0 0.0 0.0
H -1.902219 4.399763 2.045808 0.0 0.0 0.0
H -2.641874 4.009300 -0.309454 0.0 0.0 0.0
H -2.063952 1.853943 -1.404973 0.0 0.0 0.0
H 0.064854 0.597492 1.890717 0.0 0.0 0.0
```
Positions in Å, forces in eV/Å.

LUMO energy (Ha): -0.127
Net charge: +1
Largest force on an atom (eV/Å): 0.5
Calculated total energy (hartree): -5954.2862

=====

- What is the net charge in the second record?
  +1